No. 1
{
  "formula": "C11H20F4N4O2",
  "method": "the ωB97M-V functional and the def2-TZVPD basis",
  "symbols": ["H", "C", "H", "C", "F", "C", "C", "F", "H", "H", "H", "C", "H", "C", "C", "F", "H", "C", "H", "H", "H", "F", "H", "H", "H", "O", "N", "C", "H", "H", "H", "C", "H", "N", "N", "C", "H", "N", "O", "H", "H"],
  "coordinates": [[2.29, 1.32, -1.67], [1.83, 0.46, -0.98], [-2.78, 1.40, -2.10], [-0.91, 2.17, -1.05], [-1.76, 4.68, 0.58], [-2.47, 0.00, -0.33], [-0.07, -2.52, 1.70], [4.89, -1.62, -2.14], [3.69, -1.65, 0.92], [-2.10, 0.29, 0.75], [-3.66, 0.05, -0.31], [-0.41, 2.42, 1.48], [-3.10, -3.32, 0.46], [3.04, -0.59, -0.62], [-2.12, -1.58, -0.74], [2.62, -1.31, -3.13], [-1.04, -1.64, -1.23], [3.41, -1.60, -1.91], [-1.61, 3.05, -0.73], [4.04, 0.02, -0.42], [-0.60, -2.55, 2.75], [3.05, -3.00, -1.48], [2.60, 0.78, 2.06], [-2.47, 3.05, 1.64], [-1.25, 3.97, 2.58], [-0.90, -3.24, 0.69], [-0.01, 1.87, 0.13], [1.59, 1.28, 1.66], [0.98, -0.07, -1.59], [0.05, -1.38, 1.40], [-0.30, 2.53, -2.01], [-2.21, -2.54, 0.60], [-1.33, 0.22, -2.34], [1.19, 1.14, 0.21], [-1.47, 3.19, 1.90], [-1.85, 0.92, -1.54], [-2.39, -1.81, 1.52], [0.62, 2.07, 2.54], [2.77, -1.49, 0.51], [-2.87, -1.92, -1.60], [0.99, -3.01, 1.84]],
  "mulliken_charge": [0.30, -0.50, 0.41, -0.89, -0.80, -0.37, -0.34, -0.26, 0.34, 0.23, 0.26, 0.19, 0.29, -0.20, -0.36, -0.24, 0.16, 0.68, 0.43, 0.39, 0.31, -0.25, 0.25, 0.27, 0.28, -0.41, 0.18, 0.00, 0.20, 0.05, 0.21, -0.55, 0.38, 0.35, -0.19, -0.61, 0.27, -0.56, -0.42, 0.34, 0.17],
  "lumo_ev": -0.395,
  "orbital_gap_ev": 6.68
}

***

No. 2
{
  "formula": "C11H20F6FeNO5Sb",
  "method": "the ωB97M-V functional and the def2-TZVPD basis",
  "symbols": ["H", "H", "H", "N", "C", "F", "Sb", "H", "F", "F", "C", "C", "C", "H", "C", "O", "H", "H", "H", "O", "H", "C", "H", "F", "H", "H", "H", "F", "O", "C", "F", "H", "C", "C", "C", "H", "H", "Fe", "O", "H", "H", "O", "H", "C", "H"],
  "coordinates": [[-3.59, -2.11, 0.10], [3.05, 1.98, -0.14], [0.57, 1.37, -2.56], [1.69, 0.77, 2.44], [2.31, 0.22, -2.02], [-0.20, 1.66, 0.26], [0.11, 3.69, 0.00], [3.97, 0.48, 0.26], [1.44, 3.36, 1.31], [0.46, 5.49, -0.19], [-1.75, 0.45, 2.55], [2.35, 0.94, 1.52], [0.01, -1.90, -2.57], [1.07, 0.17, -3.78], [-2.60, -1.80, -0.24], [-0.24, -2.35, -0.20], [-3.67, -0.12, 1.82], [-2.63, -1.49, 2.29], [-1.59, -3.22, 1.06], [-2.19, -0.61, 0.45], [-1.00, -2.13, -2.90], [0.98, 0.37, -2.71], [0.68, -2.03, -3.42], [-1.19, 3.51, -1.32], [0.21, 1.46, 3.68], [-1.76, 1.45, 2.13], [0.25, -3.83, -1.60], [1.41, 3.09, -1.24], [-0.39, -0.10, 2.42], [2.98, 0.94, 0.20], [-1.16, 3.79, 1.37], [-2.66, -1.53, -1.29], [0.54, 0.50, 3.27], [-2.65, -0.50, 1.82], [0.44, -2.77, -1.41], [2.94, 1.08, -2.26], [0.86, -0.18, 4.07], [-0.14, -0.26, 0.01], [2.06, 0.18, -0.58], [2.84, -0.69, -2.28], [1.50, -2.65, -1.19], [0.01, -0.53, -2.12], [-2.03, 0.47, 3.60], [-1.57, -2.89, 0.02], [-1.74, -3.75, -0.62]],
  "lowdin_spin": [0.00, 0.00, 0.00, 0.00, 0.00, 0.06, 0.00, 0.00, 0.00, 0.00, 0.00, 0.00, 0.00, 0.00, 0.00, 0.04, 0.00, 0.00, 0.00, 0.04, 0.00, 0.00, 0.00, 0.00, 0.00, 0.00, 0.00, 0.00, 0.02, 0.00, 0.00, 0.00, 0.00, 0.00, 0.00, 0.00, 0.00, 3.76, 0.02, 0.00, 0.00, 0.03, 0.00, 0.00, 0.00],
  "multiplicity": 5,
  "lumo_ev": [-7.221, -7.230],
  "orbital_gap_ev": [10.43, 9.48],
  "total_charge": 2
}

***

No. 3
{
  "formula": "C11H20F9O8S3",
  "method": "the ωB97M-V functional and the def2-TZVPD basis",
  "symbols": ["O", "S", "C", "S", "C", "F", "F", "H", "F", "H", "H", "F", "C", "H", "O", "O", "O", "O", "C", "F", "F", "H", "F", "H", "O", "H", "H", "H", "H", "C", "C", "H", "O", "S", "F", "H", "F", "H", "H", "H", "H", "C", "H", "H", "C", "C", "O", "H", "H", "C", "C"],
  "coordinates": [[-1.98, -1.34, 4.35], [-1.86, 1.28, 0.36], [2.80, -2.31, 4.57], [-0.03, 1.53, -6.93], [0.65, 1.91, -3.73], [4.01, -2.33, 3.96], [2.24, -1.21, 6.74], [-0.16, 3.49, -4.98], [2.25, -3.36, 2.57], [-3.54, 2.69, -2.35], [0.51, 2.42, -2.78], [4.09, -3.75, 6.19], [-3.07, 1.82, -1.88], [1.56, 3.62, -4.64], [-0.22, 0.23, -6.38], [-0.39, 0.08, 4.07], [-2.90, 2.16, -0.50], [-1.13, 2.43, -7.12], [-0.14, -2.14, 2.99], [4.39, -1.48, 6.28], [1.85, -3.39, 6.68], [1.79, 0.85, -8.26], [2.32, -4.67, 4.27], [-0.92, -2.56, 2.33], [1.12, 2.29, -6.11], [-0.01, -4.19, 3.67], [-3.48, -0.29, -1.68], [-4.19, 0.45, -3.12], [0.06, -2.99, 4.99], [0.76, 2.91, -4.86], [1.94, -3.42, 3.90], [-0.21, 1.24, -3.88], [-0.60, 1.28, -0.33], [3.14, -2.49, 6.41], [2.34, -1.11, 4.35], [0.24, 0.82, -9.14], [3.48, -2.60, 7.97], [-1.08, 1.83, 2.49], [-1.30, 3.28, 1.45], [-2.10, 1.68, -2.36], [1.54, 1.28, -3.68], [-1.73, 2.33, 1.76], [-4.90, 0.73, -1.51], [1.05, 2.38, -8.84], [-0.89, -1.08, 3.85], [0.86, 1.38, -8.45], [-2.50, 0.07, 0.76], [-2.72, 2.48, 2.19], [0.62, -1.59, 2.43], [0.41, -3.22, 3.97], [-3.96, 0.61, -2.06]],
  "mulliken_charge": [-0.76, 1.26, 0.56, 1.22, -0.87, -0.31, -0.29, 0.32, -0.31, 0.31, 0.39, -0.30, 0.14, 0.28, -0.59, -0.83, -0.33, -0.65, -0.24, -0.33, -0.31, 0.31, -0.32, 0.30, -0.25, 0.41, 0.28, 0.41, 0.41, -0.43, 0.76, 0.23, -0.64, 1.34, -0.20, 0.36, -0.30, 0.31, 0.34, -0.16, 0.30, -0.84, 0.28, 0.31, 0.46, -0.93, -0.59, 0.31, 0.22, -0.95, -1.07],
  "lumo_ev": 1.775,
  "orbital_gap_ev": 5.80,
  "total_charge": -1
}

***

No. 4
{
  "formula": "C11H20HgN2OP",
  "method": "the ωB97M-V functional and the def2-TZVPD basis",
  "symbols": ["C", "H", "C", "C", "C", "P", "O", "H", "H", "C", "C", "H", "H", "H", "H", "C", "H", "H", "N", "H", "C", "H", "H", "Hg", "H", "H", "H", "H", "C", "C", "H", "C", "H", "H", "N", "H"],
  "coordinates": [[2.76, -0.59, 1.60], [2.10, -0.90, -3.57], [0.05, -0.33, -4.34], [1.07, -1.18, -3.68], [-0.93, -2.34, -3.69], [-0.99, 3.18, -1.36], [0.53, -0.84, 0.05], [-0.40, -0.65, 4.28], [-2.40, 0.70, 0.52], [-0.96, 0.83, 2.83], [0.38, -0.43, 1.20], [1.88, 1.17, 3.51], [-0.65, 1.84, 2.52], [-0.09, 1.03, 4.76], [3.15, -1.47, 2.14], [-0.05, 0.33, 3.93], [0.29, 0.41, -5.09], [0.09, 3.88, -0.71], [1.44, -0.25, 2.07], [2.71, -0.82, 0.54], [-2.02, -0.27, 0.87], [-1.61, 4.09, -2.28], [-1.66, -3.12, -3.45], [-0.14, 1.38, -2.69], [-1.74, -0.89, 0.01], [-2.01, 0.86, 3.15], [0.90, -3.14, -2.65], [-2.08, -0.84, -4.88], [0.45, -2.36, -3.25], [1.37, 0.20, 3.44], [3.46, 0.24, 1.78], [-1.16, -1.16, -4.41], [-1.98, 2.81, -0.38], [1.92, -0.50, 4.08], [-0.87, -0.10, 1.72], [-2.82, -0.78, 1.43]],
  "mulliken_charge": [-1.19, 0.44, -0.75, -0.66, -0.46, -0.61, -0.61, 0.31, 0.23, -0.76, 0.46, 0.34, 0.30, 0.36, 0.31, -0.66, 0.59, 0.11, 0.28, 0.29, -1.18, 0.10, 0.38, 0.08, 0.41, 0.42, 0.44, 0.39, -0.47, -0.66, 0.35, -0.56, 0.06, 0.30, 0.28, 0.30],
  "lumo_ev": [2.674, 2.674],
  "orbital_gap_ev": [3.37, 3.37],
  "total_charge": -1
}

***

| no. | E (eV) |
| --- | --- |
| 1 | -32644.8022 |
| 2 | -80674.6712 |
| 3 | -85073.7614 |
| 4 | -30219.1919 |